Record 1
Density functional theory data (ωB97M-V with the def2-TZVPD basis set) for a molecular structure, C19H28BiClO6.

Values from the calculation:
2S+1 = 1
E = -1866.475963 a.u.
Gap between HOMO and LUMO (alpha / beta) = 0.27350 / 0.18587 Ha
Relative energy (zero: lowest compared OMol25 entry of this formula, charge and spin) = 42.3 kcal/mol
Charge = 0
LUMO (alpha / beta) = -0.36 / -1.14 eV

Element x y z (Å)
O1 4.237 -1.865 -2.406
C1 3.922 -3.025 -3.299
C2 5.385 -3.236 -3.645
H1 3.279 -2.676 -4.127
H2 3.460 -3.857 -2.740
C3 5.613 -1.884 -2.969
H3 5.581 -3.265 -4.720
H4 5.861 -4.070 -3.124
C4 5.860 -0.879 -4.061
H5 5.064 -0.864 -4.814
H6 6.790 -1.176 -4.576
H7 6.014 0.135 -3.675
C5 6.677 -1.730 -1.907
H8 6.577 -2.455 -1.097
H9 6.649 -0.710 -1.505
H10 7.663 -1.863 -2.372
Bi1 2.628 -2.304 -0.705
C6 1.708 -1.443 1.372
C7 1.026 -2.743 1.358
C8 1.907 -3.709 1.903
H11 -0.021 -2.903 1.143
C9 3.173 -3.105 2.123
C10 3.092 -1.708 1.766
H12 3.841 -0.940 1.950
H13 1.213 -0.477 1.395
H14 1.611 -4.718 2.191
H15 4.013 -3.569 2.621
C11 -0.832 2.186 -0.064
C12 0.250 2.676 0.721
C13 1.226 3.222 -0.157
H16 0.307 2.647 1.809
C14 0.739 3.078 -1.500
C15 -0.547 2.460 -1.436
H17 -1.202 2.251 -2.280
H18 -1.772 1.805 0.319
H19 2.179 3.679 0.129
H20 1.265 3.379 -2.401
O2 3.828 1.274 -3.997
C16 3.754 1.511 -2.572
C17 2.681 0.598 -1.956
H21 3.505 2.580 -2.401
H22 4.741 1.297 -2.119
C18 1.830 0.159 -3.169
H23 2.089 1.108 -1.189
H24 3.259 -0.220 -1.446
C19 2.620 0.594 -4.411
H25 0.868 0.691 -3.163
H26 1.604 -0.915 -3.190
H27 2.032 1.301 -5.030
H28 2.882 -0.281 -5.034
O3 -1.542 -2.301 -0.377
Cl1 -0.873 -1.063 -0.715
O4 -1.473 -0.410 -1.840
O5 -0.749 -0.167 0.416
O6 0.578 -1.486 -1.162

In the natural (NBO) picture, each atom carries the following charge in e: number 1, O, carries -0.626; number 2, C, carries -0.080; number 3, C, carries -0.459; number 4, H, carries 0.206; number 5, H, carries 0.203; number 6, C, carries 0.283; number 7, H, carries 0.223; number 8, H, carries 0.220; number 9, C, carries -0.629; number 10, H, carries 0.224; number 11, H, carries 0.217; number 12, H, carries 0.231; number 13, C, carries -0.633; number 14, H, carries 0.219; number 15, H, carries 0.223; number 16, H, carries 0.229; number 17, Bi, carries 1.254; number 18, C, carries -0.397; number 19, C, carries -0.323; number 20, C, carries -0.275; number 21, H, carries 0.264; number 22, C, carries -0.297; number 23, C, carries -0.361; number 24, H, carries 0.243; number 25, H, carries 0.284; number 26, H, carries 0.231; number 27, H, carries 0.228; number 28, C, carries -0.018; number 29, C, carries -0.351; number 30, C, carries -0.209; number 31, H, carries 0.219; number 32, C, carries -0.197; number 33, C, carries -0.351; number 34, H, carries 0.229; number 35, H, carries 0.224; number 36, H, carries 0.213; number 37, H, carries 0.211; number 38, O, carries -0.553; number 39, C, carries -0.069; number 40, C, carries -0.441; number 41, H, carries 0.171; number 42, H, carries 0.168; number 43, C, carries -0.449; number 44, H, carries 0.249; number 45, H, carries 0.188; number 46, C, carries -0.069; number 47, H, carries 0.243; number 48, H, carries 0.216; number 49, H, carries 0.179; number 50, H, carries 0.160; number 51, O, carries -0.801; number 52, Cl, carries 2.510; number 53, O, carries -0.785; number 54, O, carries -0.799; number 55, O, carries -0.992

=====

Record 2
Density functional theory data (ωB97M-V with the def2-TZVPD basis set) for a molecular structure, C19H28Br2N2O2P2Ti.

Values from the calculation:
2S+1 = 1
E = -7681.041192 a.u.
Gap between HOMO and LUMO = 0.22033 Ha
Relative energy (zero: lowest compared OMol25 entry of this formula, charge and spin) = 0.0 kcal/mol
Charge = 0
LUMO = 0.41 eV

Element x y z (Å)
Ti1 -0.176 -0.825 0.272
C1 -0.627 0.733 4.020
P1 -1.147 0.451 2.286
C2 -2.806 -0.257 2.578
C3 -1.538 2.155 1.686
C4 -1.076 2.591 0.292
P2 -1.356 1.566 -1.223
C5 -0.895 3.031 -2.316
C6 -3.115 1.506 -1.704
H1 -0.504 -0.233 4.513
H2 -1.371 1.315 4.567
H3 0.328 1.255 4.055
H4 -2.709 -1.230 3.063
H5 -3.305 -0.385 1.620
H6 -3.399 0.397 3.221
H7 -1.098 2.848 2.408
H8 -2.621 2.277 1.775
H9 -0.010 2.814 0.293
H10 -1.579 3.533 0.057
H11 -1.550 3.890 -2.144
H12 -0.968 2.754 -3.367
H13 0.137 3.335 -2.120
H14 -3.354 2.219 -2.488
H15 -3.684 1.731 -0.799
H16 -3.376 0.499 -2.014
C7 2.535 1.761 1.764
C8 2.434 0.747 0.672
C9 3.455 0.012 0.195
C10 3.271 -0.851 -0.945
C11 2.158 -0.688 -1.731
C12 1.932 -1.229 -3.041
Br1 3.194 -2.456 -3.760
C13 0.857 -0.893 -3.790
C14 -0.128 0.003 -3.302
Br2 -1.639 0.239 -4.441
C15 -0.034 0.536 -2.039
O1 -1.663 0.090 -0.234
C16 1.080 0.147 -1.239
N1 1.150 0.561 0.127
H17 3.544 1.792 2.174
H18 1.841 1.525 2.575
H19 2.278 2.760 1.401
H20 4.444 0.129 0.621
H21 4.088 -1.465 -1.296
H22 0.732 -1.317 -4.777
N2 0.953 -4.373 -1.483
C17 0.466 -3.494 -0.607
O2 -0.109 -2.467 -1.018
C18 0.596 -3.737 0.872
C19 0.106 -2.507 1.641
H23 0.997 -4.107 -2.456
H24 1.513 -5.145 -1.170
H25 1.646 -3.963 1.080
H26 0.038 -4.653 1.098
H27 0.860 -2.190 2.369
H28 -0.796 -2.739 2.213

In the natural (NBO) picture, each atom carries the following charge in e: number 1, Ti, carries 1.623; number 2, C, carries -0.946; number 3, P, carries 0.980; number 4, C, carries -0.936; number 5, C, carries -0.704; number 6, C, carries -0.714; number 7, P, carries 1.726; number 8, C, carries -1.004; number 9, C, carries -0.943; number 10, H, carries 0.241; number 11, H, carries 0.226; number 12, H, carries 0.236; number 13, H, carries 0.236; number 14, H, carries 0.259; number 15, H, carries 0.222; number 16, H, carries 0.235; number 17, H, carries 0.227; number 18, H, carries 0.255; number 19, H, carries 0.235; number 20, H, carries 0.211; number 21, H, carries 0.235; number 22, H, carries 0.223; number 23, H, carries 0.231; number 24, H, carries 0.237; number 25, H, carries 0.262; number 26, C, carries -0.622; number 27, C, carries 0.139; number 28, C, carries -0.246; number 29, C, carries -0.342; number 30, C, carries -0.082; number 31, C, carries -0.087; number 32, Br, carries 0.019; number 33, C, carries -0.226; number 34, C, carries -0.166; number 35, Br, carries 0.027; number 36, C, carries -0.322; number 37, O, carries -1.094; number 38, C, carries -0.009; number 39, N, carries -0.731; number 40, H, carries 0.219; number 41, H, carries 0.198; number 42, H, carries 0.210; number 43, H, carries 0.209; number 44, H, carries 0.221; number 45, H, carries 0.236; number 46, N, carries -0.769; number 47, C, carries 0.720; number 48, O, carries -0.663; number 49, C, carries -0.510; number 50, C, carries -0.903; number 51, H, carries 0.423; number 52, H, carries 0.404; number 53, H, carries 0.234; number 54, H, carries 0.229; number 55, H, carries 0.223; number 56, H, carries 0.210

=====

Record 3
Density functional theory data (ωB97M-V with the def2-TZVPD basis set) for a molecular structure, C19H28ClO6V.

Values from the calculation:
2S+1 = 3
E = -2596.025997 a.u.
Gap between HOMO and LUMO (alpha / beta) = 0.29609 / 0.32717 Ha
Relative energy (zero: lowest compared OMol25 entry of this formula, charge and spin) = 18.5 kcal/mol
Charge = 0
LUMO (alpha / beta) = -1.06 / -0.30 eV

Element x y z (Å)
O1 -0.011 -0.376 -2.741
C1 0.163 0.932 -3.399
C2 0.269 0.437 -4.825
H1 1.096 1.415 -3.071
H2 -0.719 1.575 -3.238
C3 0.169 -0.911 -4.092
H3 1.236 0.634 -5.296
H4 -0.591 0.715 -5.436
C4 1.465 -1.673 -4.213
H5 2.319 -1.027 -3.977
H6 1.586 -2.038 -5.241
H7 1.448 -2.528 -3.531
C5 -0.993 -1.724 -4.592
H8 -1.923 -1.156 -4.578
H9 -1.106 -2.611 -3.969
H10 -0.801 -2.036 -5.628
V1 -0.566 -0.997 2.297
C6 -2.530 -0.992 3.446
C7 -2.124 0.379 3.373
C8 -2.060 0.749 1.999
H11 -2.043 1.091 4.178
C9 -2.397 -0.400 1.201
C10 -2.710 -1.477 2.102
H12 -3.061 -2.459 1.801
H13 -2.728 -1.548 4.355
H14 -1.914 1.765 1.661
H15 -2.497 -0.425 0.123
C11 0.927 -2.268 3.592
C12 0.242 -3.076 2.605
C13 0.686 -2.632 1.301
H16 -0.457 -3.897 2.791
C14 1.637 -1.569 1.495
C15 1.767 -1.351 2.904
H17 2.561 -0.763 3.341
H18 0.911 -2.442 4.660
H19 0.445 -3.102 0.343
H20 2.266 -1.118 0.726
O2 1.900 1.965 -0.987
C16 0.840 1.319 -0.205
C17 -0.447 2.067 -0.550
H21 1.099 1.473 0.867
H22 0.819 0.226 -0.352
C18 0.085 3.503 -0.510
H23 -1.271 1.865 0.122
H24 -0.790 1.810 -1.557
C19 1.563 3.386 -0.957
H25 0.025 3.841 0.532
H26 -0.500 4.175 -1.137
H27 2.237 3.898 -0.245
H28 1.682 3.786 -1.980
O3 -0.254 1.870 5.294
Cl1 0.566 0.734 4.929
O4 1.764 0.652 5.720
O5 -0.223 -0.513 5.093
O6 0.943 0.846 3.458

In the natural (NBO) picture, each atom carries the following charge in e: number 1, O, carries -0.557; number 2, C, carries -0.072; number 3, C, carries -0.474; number 4, H, carries 0.213; number 5, H, carries 0.172; number 6, C, carries 0.265; number 7, H, carries 0.212; number 8, H, carries 0.208; number 9, C, carries -0.620; number 10, H, carries 0.215; number 11, H, carries 0.211; number 12, H, carries 0.212; number 13, C, carries -0.618; number 14, H, carries 0.211; number 15, H, carries 0.210; number 16, H, carries 0.215; number 17, V, carries 1.342; number 18, C, carries -0.315; number 19, C, carries -0.254; number 20, C, carries -0.325; number 21, H, carries 0.283; number 22, C, carries -0.369; number 23, C, carries -0.357; number 24, H, carries 0.257; number 25, H, carries 0.257; number 26, H, carries 0.251; number 27, H, carries 0.259; number 28, C, carries -0.310; number 29, C, carries -0.373; number 30, C, carries -0.356; number 31, H, carries 0.251; number 32, C, carries -0.340; number 33, C, carries -0.201; number 34, H, carries 0.266; number 35, H, carries 0.270; number 36, H, carries 0.254; number 37, H, carries 0.259; number 38, O, carries -0.546; number 39, C, carries -0.081; number 40, C, carries -0.423; number 41, H, carries 0.180; number 42, H, carries 0.207; number 43, C, carries -0.438; number 44, H, carries 0.205; number 45, H, carries 0.208; number 46, C, carries -0.076; number 47, H, carries 0.208; number 48, H, carries 0.213; number 49, H, carries 0.185; number 50, H, carries 0.180; number 51, O, carries -0.808; number 52, Cl, carries 2.490; number 53, O, carries -0.791; number 54, O, carries -0.832; number 55, O, carries -0.832